No. 1
{"formula": "C19H43OP3RhSe", "method": "the ωB97M-V functional and the def2-TZVPD basis", "multiplicity": 5, "gap_ev": [7.4, 2.7], "total_charge": 3, "lumo_energy_ev": [-8.799, -13.562], "relative_energy_kcal_mol": 21.04, "symbols": ["Rh", "C", "H", "H", "C", "H", "H", "H", "H", "H", "P", "C", "H", "C", "C", "H", "C", "C", "Se", "C", "H", "H", "H", "H", "H", "H", "H", "H", "C", "C", "H", "H", "H", "C", "H", "O", "H", "H", "H", "H", "H", "C", "C", "C", "H", "H", "H", "H", "H", "P", "C", "H", "H", "H", "H", "H", "H", "H", "P", "H", "H", "C", "H", "C", "H", "C", "C", "H"], "positions_angstrom": [[-0.0652, 0.3990, -0.6218], [0.3284, 3.6944, 0.2749], [2.8905, 1.5819, -2.2254], [-2.6310, -0.4134, -2.9348], [-0.1573, -1.6858, -5.0990], [4.2669, 0.8673, -1.3311], [1.2321, 3.7615, -0.3417], [0.2623, -3.6805, -8.4454], [-4.1219, 0.2990, 0.9948], [-2.7159, 2.4102, -1.9113], [0.2180, 2.0227, 0.9945], [0.2951, -1.1526, -6.3032], [-4.1445, 2.0482, -0.8678], [1.6974, 2.0190, 2.0470], [2.8631, -1.0386, 0.6168], [-4.1301, -0.7138, -1.9764], [-1.1376, 2.1814, 2.1807], [3.2044, 1.1383, -1.2658], [0.2163, 1.7387, -2.6569], [0.6380, 0.1970, -6.4470], [-0.4183, -1.3263, -3.0318], [0.3854, 4.4342, 1.0851], [-2.6642, 2.7523, -0.1572], [3.0778, 1.8994, -0.4859], [2.6137, 2.0591, 1.4472], [2.2558, -1.8996, 0.9238], [0.1788, -0.7675, 4.4311], [0.4089, -0.7813, -1.6320], [0.3827, -1.5210, 3.6645], [-3.1756, -0.2424, 0.8543], [2.3550, -2.5480, -1.9406], [0.1044, -5.3253, -6.5340], [-0.7742, -3.1481, 4.5191], [2.8003, -1.5657, -2.1643], [-3.3687, -1.3194, 0.7291], [-0.5259, -1.2095, 2.5930], [-0.5491, 3.8963, -0.3467], [-2.0809, 2.3944, 1.6643], [-1.2288, 1.2393, 2.7350], [-0.9249, 3.0004, 2.8752], [-2.5029, -0.0950, 1.7140], [0.5627, 1.0162, -5.3474], [-3.0421, 2.0582, -0.9222], [-3.0291, -0.7233, -1.9586], [0.5987, -3.6924, 3.5272], [-0.5081, -2.7047, -5.0189], [2.8380, -0.2755, 1.4037], [-0.4778, -1.9312, 1.9277], [0.7911, 2.0747, -5.4104], [-2.3494, 0.3718, -0.6601], [0.2038, 0.4781, -4.0946], [3.8983, -1.3741, 0.4477], [0.3504, -1.7909, -7.1657], [0.9515, 0.5958, -7.4120], [-1.4413, -3.0746, -8.0643], [1.6999, 1.1207, 2.6777], [0.8704, -2.9647, 5.1416], [2.4696, -1.2439, -3.1614], [2.1885, -0.3523, -0.9264], [1.6712, 2.9108, 2.6921], [-2.6752, -1.7430, -1.7369], [-0.7329, -4.6762, -6.8114], [1.4193, -1.3446, 3.3141], [0.2615, -2.9221, 4.2362], [3.9017, -1.6492, -2.1381], [-0.6245, -3.7575, -7.7953], [-0.1547, -0.8744, -3.9843], [-1.7021, -4.8813, -6.3314]], "forces_ev_per_a": [[0.322, 0.601, -0.280], [-0.036, -0.295, -0.504], [0.293, -0.184, 0.352], [-0.288, -0.141, 0.184], [-0.012, 0.486, 0.839], [-0.254, -0.271, 0.103], [-0.171, 0.131, 0.061], [-0.268, -0.040, 0.594], [0.248, -0.166, -0.028], [-0.229, 0.038, 0.253], [0.584, 1.913, 1.567], [0.002, 0.347, -0.714], [0.410, -0.278, -0.035], [0.221, -0.526, 0.128], [-0.543, 0.030, 0.332], [0.329, 0.163, 0.181], [-0.428, -0.612, 0.026], [-0.646, 0.632, -0.323], [-0.184, -0.172, -1.806], [0.048, 0.051, 0.035], [-0.183, 0.155, -0.115], [-0.037, -0.235, -0.144], [-0.200, -0.207, -0.360], [0.043, -0.237, -0.247], [-0.209, -0.005, 0.246], [0.197, 0.155, 0.021], [-0.053, -0.151, -0.062], [0.672, -0.359, 0.559], [0.567, 0.182, 0.217], [0.619, -0.077, 0.066], [0.170, 0.275, -0.107], [-0.355, 0.156, -0.265], [0.218, 0.112, -0.046], [-0.700, 0.133, -0.137], [0.051, 0.383, 0.136], [0.056, -0.518, -1.080], [0.155, 0.137, 0.049], [0.242, -0.053, 0.299], [-0.018, 0.247, -0.009], [0.120, -0.055, -0.144], [-0.495, -0.202, -0.197], [0.161, 0.404, -0.205], [0.661, 0.134, -0.278], [0.651, 0.069, -0.327], [0.002, 0.206, 0.213], [0.189, -0.143, -0.221], [0.052, -0.329, -0.163], [-0.114, 0.473, 0.793], [0.012, -0.069, -0.127], [-3.051, -0.794, 0.537], [-0.031, 0.847, 0.970], [-0.298, 0.173, -0.100], [0.046, -0.220, -0.146], [-0.098, -0.164, 0.261], [0.117, -0.543, 0.080], [0.059, 0.235, -0.065], [0.020, -0.178, -0.122], [0.217, -0.197, 0.169], [2.263, -1.292, -0.060], [-0.121, -0.235, -0.217], [-0.202, 0.288, -0.110], [-0.107, 0.524, -0.879], [-0.278, -0.092, 0.143], [-0.348, 0.092, -0.183], [-0.500, 0.222, 0.147], [-0.063, -0.685, 0.349], [-0.055, -0.596, -0.062], [0.553, 0.327, -0.042]]}

***

No. 2
{"formula": "C19H43OsP3SSe", "method": "the ωB97M-V functional and the def2-TZVPD basis", "multiplicity": 5, "gap_ev": [5.2, 4.7], "total_charge": 4, "lumo_energy_ev": [-13.330, -16.078], "relative_energy_kcal_mol": 67.55, "symbols": ["H", "C", "H", "H", "H", "H", "P", "H", "H", "C", "H", "Se", "H", "C", "C", "H", "H", "C", "P", "Os", "C", "H", "H", "H", "H", "P", "C", "H", "H", "H", "H", "H", "H", "H", "H", "H", "C", "C", "H", "H", "C", "H", "H", "H", "H", "C", "S", "H", "H", "H", "H", "H", "C", "C", "H", "C", "C", "C", "H", "C", "H", "H", "H", "H", "C", "H", "C", "H"], "positions_angstrom": [[0.5858, -3.5376, -0.8605], [-2.0526, -2.7139, -0.6352], [2.1077, -3.2157, 0.0176], [3.4254, 0.8200, 1.4838], [-3.3899, 1.3682, 3.6575], [2.8640, 0.5553, -1.3636], [-1.3889, -1.9439, 0.8629], [0.1851, -3.7894, 1.1795], [-0.1164, -1.1496, 3.9537], [-0.1229, 2.9703, -3.9945], [-1.3257, -3.3655, -1.1283], [1.1973, 3.4344, 0.0416], [-1.7452, 0.7066, -2.2702], [0.9907, 3.0321, -1.8352], [-0.6241, -3.3382, 1.7610], [-3.5466, -2.4101, 1.8093], [3.3621, -1.0630, -1.9321], [0.7276, -0.4666, 3.8488], [1.1581, -1.1166, -0.9112], [-0.1914, -0.1784, 0.5426], [2.2886, 3.0396, -3.8824], [0.3921, 0.5276, 4.1445], [3.1496, 2.7136, -1.9540], [-3.8343, 1.5866, -3.7840], [-2.9313, -3.3122, -0.3606], [1.4041, -0.4410, 2.1322], [-0.1858, 3.0110, -2.6014], [2.4836, 1.6928, 2.6920], [3.2806, 3.1021, -4.3666], [-1.0492, 2.8222, -4.5219], [-2.0794, 0.3734, 4.3418], [-1.9611, 2.1333, 4.4221], [3.4813, -0.6644, -0.2048], [1.1960, 3.2906, -5.7233], [-1.1576, 3.5730, 1.1350], [1.0688, -1.5057, -3.3002], [2.2199, 2.8577, -2.5057], [-2.5907, 0.1142, -2.6774], [-0.2222, -3.0170, 2.7284], [0.5152, 2.1728, 0.6371], [-2.8445, -1.5697, 1.8811], [1.8850, -2.9102, 2.2355], [-2.3601, -1.9483, -1.3478], [0.4628, 0.1363, -2.8624], [-0.5756, -1.2883, -2.6139], [-3.4108, 0.5638, -3.6647], [-1.4576, 1.4022, 2.1471], [-3.8054, -0.0970, -4.4761], [1.5000, -0.7836, 4.5563], [3.5139, 0.3278, 3.1786], [-1.1533, 3.0593, -2.1249], [3.2112, -2.0399, 1.4547], [2.8370, 0.7038, 2.3951], [2.8819, -0.5111, -1.1109], [-2.5730, -1.4091, 2.9333], [2.4644, -1.9872, 2.2526], [-1.8537, 3.1431, 1.8702], [-2.3029, 1.2980, 3.8038], [2.0798, -3.2003, -1.7633], [1.1069, 3.1085, -4.6501], [-2.9053, 3.1726, 1.5256], [-2.7920, -0.8647, -2.2402], [3.0168, -1.9728, 3.2020], [-1.3860, -4.1073, 1.9358], [0.4621, -0.9280, -2.5895], [-3.3325, -0.6623, 1.5060], [1.5060, -2.9390, -0.8592], [-1.7437, 3.6350, 2.8469]], "forces_ev_per_a": [[0.417, 0.212, -0.054], [-0.413, -0.444, -0.100], [-0.226, 0.157, -0.355], [-0.015, -0.035, -0.018], [0.364, 0.010, -0.138], [0.129, -0.221, 0.090], [-1.512, -2.397, 0.953], [-0.234, 0.055, 0.176], [0.018, -0.035, -0.067], [0.190, -0.152, 0.754], [-0.202, 0.100, 0.101], [-0.119, -1.170, -0.879], [-0.689, -0.265, -0.175], [0.897, -0.440, 0.228], [0.051, -0.036, -0.160], [0.113, 0.135, 0.190], [-0.228, 0.119, 0.180], [-0.301, 0.118, -0.084], [2.406, -2.673, -1.977], [-0.943, 4.132, 0.763], [0.238, -0.436, -0.130], [0.080, 0.017, -0.073], [-0.191, 0.333, -0.079], [0.604, -0.341, 0.327], [0.172, 0.011, -0.176], [3.447, -0.806, 3.306], [-0.336, -0.210, -0.120], [0.009, 0.038, 0.074], [-0.711, -0.177, 0.260], [-0.087, 0.452, -0.381], [0.106, 0.073, -0.384], [0.105, -0.066, -0.311], [-0.237, 0.040, -0.244], [-0.254, -0.208, 0.271], [-0.578, -0.018, 0.281], [-0.168, 0.192, 0.117], [0.577, 1.281, -0.278], [0.349, 0.571, 0.273], [-0.232, -0.054, -0.192], [0.100, 0.775, -0.334], [-0.359, 0.079, -0.149], [0.058, 0.147, -0.002], [0.078, -0.568, 0.454], [0.141, -0.196, -0.084], [0.437, -0.162, -0.050], [-1.324, 0.313, -1.503], [-0.240, -0.089, 0.771], [0.294, 0.089, 0.657], [0.025, 0.024, -0.249], [-0.414, 0.019, -0.206], [-0.145, 0.136, 0.129], [-0.135, 0.118, 0.109], [-0.291, 0.376, -0.269], [-0.220, 0.376, 0.050], [-0.008, -0.156, -0.309], [-0.322, -0.228, -0.430], [-0.322, 0.052, -0.213], [-0.245, -0.415, 0.065], [-0.164, 0.145, 0.287], [0.473, 0.118, 0.294], [0.648, 0.316, 0.122], [-0.002, 0.266, -0.335], [-0.283, 0.301, -0.194], [0.049, 0.137, -0.016], [-0.239, 0.299, -0.087], [-0.012, -0.278, 0.098], [-0.139, 0.113, -0.086], [-0.036, 0.032, -0.490]]}

***

No. 3
{"formula": "C19H44BrCl2N5O2P2Si2", "method": "the ωB97M-V functional and the def2-TZVPD basis", "gap_ev": 3.6, "total_charge": 0, "lumo_energy_ev": -1.532, "symbols": ["C", "Si", "H", "H", "H", "H", "O", "P", "H", "H", "H", "C", "H", "C", "H", "H", "N", "H", "C", "H", "H", "H", "C", "O", "C", "C", "C", "H", "H", "H", "C", "Si", "H", "Br", "H", "C", "H", "P", "H", "H", "H", "H", "H", "H", "H", "C", "H", "H", "H", "H", "N", "C", "C", "H", "Cl", "H", "C", "H", "C", "H", "C", "Cl", "H", "H", "N", "H", "C", "H", "H", "N", "H", "N", "H", "C", "C", "H", "H"], "positions_angstrom": [[-3.3217, -3.5848, -1.1165], [-0.8057, 7.1037, 1.4308], [-2.1198, 8.9327, 0.2815], [2.8244, -6.6597, -0.8236], [0.0681, 7.4528, -0.9190], [0.0244, 8.6404, 3.2107], [-0.5912, -4.9296, -5.1840], [4.2668, -2.2303, -2.6820], [0.5778, 6.0108, 5.0340], [-1.6244, -2.3805, 0.8295], [1.8572, 5.7923, 3.8326], [-0.6240, -2.1536, 1.2009], [-2.9591, -5.5024, -0.2810], [-1.2113, -5.1122, -1.3818], [1.4639, 4.4797, 4.9460], [-2.8632, -2.6082, -1.2807], [1.0284, -4.5533, -2.4292], [-2.0935, 0.0423, -0.0833], [-1.7601, 0.1373, 0.9553], [-0.5585, -2.5145, 2.2275], [1.4218, -4.0796, 1.8267], [-0.7810, 2.6496, 4.5669], [0.0540, -2.8035, -1.1504], [2.8975, -6.2238, -1.6831], [1.0330, 5.2924, 4.3490], [-0.3401, -4.0346, -2.0412], [-0.3957, -3.9075, -4.6302], [-0.6857, -2.0124, -1.2622], [-4.1584, -3.4345, -0.4367], [1.4077, -4.8457, 0.2372], [0.8255, -4.2362, 0.9289], [-0.2763, 4.6717, 3.1178], [1.7964, -1.5978, -1.6922], [-1.8985, -6.3824, -2.6849], [1.3887, 7.9785, 2.3005], [0.6788, 3.5792, 1.8743], [-3.7390, -3.9380, -2.0601], [1.4611, -6.2625, -2.4798], [-2.0970, 2.9961, 3.4253], [1.0460, 6.2613, -0.0580], [-0.5656, -5.7176, -0.7501], [-3.0519, 7.4305, 0.4109], [-0.0504, -4.8060, 1.2399], [0.2084, -0.3726, 0.3142], [-2.0617, -3.6859, -3.3641], [0.3739, 8.3771, 2.2096], [-0.5447, 5.8062, -0.6889], [-2.8475, 8.4660, 1.8288], [-1.9019, 3.9871, 4.8756], [-2.5621, -0.2526, 1.5826], [1.2408, -2.4078, -1.9432], [-2.3493, 8.0838, 0.9346], [-0.4547, -0.6260, 1.1494], [0.0043, 3.2629, 1.0730], [0.7365, -2.7176, -5.3326], [1.0881, 2.6810, 2.3584], [1.8549, -3.4851, -2.3912], [-0.9278, -2.3452, -3.3040], [-2.3723, -4.6145, -0.5203], [4.9755, -2.5655, -3.8383], [-1.3599, 3.4520, 4.0928], [2.2556, -6.3130, -4.3597], [3.8812, -0.2852, -1.7980], [0.4342, 9.2972, 1.6176], [3.6189, -0.8299, -2.6118], [5.0852, -2.6425, -1.6210], [0.0220, 6.6129, -0.2166], [1.3247, -2.2383, 0.4280], [-1.9659, -4.2689, 0.4273], [3.1242, -3.5183, -2.8097], [0.0473, -0.2694, 2.0489], [-1.2242, 5.8295, 2.4127], [3.4191, -4.3716, -3.2701], [-1.0064, -3.4274, -3.3276], [0.4365, -2.8724, 0.3483], [1.5163, 4.1170, 1.4220], [-1.6186, 1.1968, 1.1570]], "forces_ev_per_a": [[-0.009, -0.003, -0.038], [-0.248, -0.077, 0.097], [-0.007, -0.014, 0.014], [0.049, -0.060, -0.039], [0.001, -0.008, 0.014], [0.012, 0.004, 0.019], [-0.031, 0.037, -0.024], [-0.055, 0.168, -0.077], [0.008, 0.027, 0.003], [-0.018, -0.156, 0.101], [-0.035, 0.058, -0.005], [0.065, 0.233, -0.168], [0.056, -0.026, 0.076], [0.173, 0.161, 0.266], [-0.010, 0.014, -0.011], [0.023, -0.013, -0.012], [-0.132, -0.213, 0.407], [-0.068, 0.004, 0.012], [0.042, -0.082, -0.227], [-0.093, -0.004, 0.035], [0.042, -0.009, -0.003], [-0.019, 0.018, -0.001], [0.304, 0.089, -0.229], [-0.243, 0.198, -0.073], [0.069, -0.198, 0.008], [-0.305, 0.159, -0.274], [-0.011, -0.028, 0.015], [-0.117, -0.112, -0.071], [0.005, 0.034, 0.034], [0.109, 0.008, 0.010], [-0.137, 0.024, -0.036], [-0.408, 0.155, -0.081], [0.006, 0.245, -0.367], [-0.090, -0.097, -0.129], [-0.013, -0.027, 0.046], [0.143, -0.264, 0.158], [-0.027, 0.015, -0.008], [0.099, 0.090, 0.165], [-0.038, 0.027, 0.006], [-0.016, -0.049, 0.015], [-0.040, -0.058, 0.027], [-0.027, -0.004, 0.020], [-0.009, -0.050, -0.063], [0.049, 0.102, 0.051], [0.032, -0.090, 0.022], [0.008, 0.055, -0.118], [0.008, -0.018, -0.010], [-0.031, -0.013, 0.003], [-0.042, -0.002, -0.008], [0.052, 0.093, 0.164], [0.099, -0.136, 0.806], [0.096, 0.065, -0.071], [-0.037, 0.101, -0.028], [0.001, 0.029, -0.031], [0.095, 0.050, -0.048], [0.004, 0.009, -0.025], [0.155, -0.059, -0.437], [-0.012, 0.023, -0.013], [-0.151, -0.200, -0.053], [0.124, -0.024, -0.027], [0.200, -0.129, 0.024], [0.083, -0.013, -0.112], [-0.024, 0.175, -0.109], [0.001, -0.015, 0.006], [-0.008, -0.334, 0.300], [0.115, -0.073, -0.032], [0.019, 0.115, -0.023], [0.073, -0.072, -0.050], [0.017, 0.109, 0.003], [0.007, 0.116, 0.069], [0.066, -0.035, 0.009], [0.375, 0.005, -0.074], [-0.027, -0.025, -0.040], [-0.077, 0.037, -0.016], [-0.132, -0.134, 0.248], [-0.044, 0.041, -0.047], [-0.095, 0.035, 0.061]]}

***

no.,molecular weight (g/mol)
1,562.340
2,665.732
3,643.524